(1)
Formula: C36H52ClF4N3O17P2S2
Source: OMol25
Level of theory: ωB97M-V/def2-TZVPD

Structure (XYZ):
```
117
Properties=species:S:1:pos:R:3
C -3.378 1.191 4.993
C -2.005 0.465 4.692
C -2.162 -0.822 3.740
C -1.148 -0.731 2.514
C -1.702 0.502 1.649
C -0.925 -2.069 1.705
C -1.644 -3.353 2.348
C -3.193 -3.486 2.197
C -3.666 -4.434 1.019
O -3.156 -5.486 0.793
O -4.765 -3.978 0.275
O 0.421 -2.548 1.537
C 1.511 -2.281 2.363
P 2.700 -3.577 1.497
S 1.970 -5.404 1.629
C 1.486 -2.796 3.834
Cl 0.766 -1.674 5.122
C 2.737 -3.504 4.480
C 4.117 -2.773 4.518
C 2.228 -0.847 1.991
N 2.258 0.199 2.989
S 3.307 0.429 4.266
P 1.653 1.773 2.476
N 1.005 2.618 3.647
N 3.404 -1.029 1.062
C 3.136 -0.576 -0.312
C 2.678 0.885 -0.713
O 3.342 -1.297 -1.260
C 4.671 -0.439 1.419
C 5.968 -1.318 1.642
O 4.870 0.756 1.489
C -1.344 -1.897 0.171
C -0.323 -1.956 -0.904
C -0.679 -1.822 -2.327
C -2.058 -1.627 -2.767
C -3.070 -1.553 -1.724
C -2.693 -1.682 -0.330
H -4.260 0.545 4.761
H -3.390 2.133 4.391
H -3.422 1.464 6.085
H -1.586 0.141 5.690
H -1.229 1.173 4.282
H -3.232 -0.802 3.399
H -1.940 -1.680 4.426
H -0.224 -0.290 2.977
H -1.093 0.699 0.732
H -1.674 1.460 2.245
H -2.783 0.303 1.450
H -1.181 -4.258 1.855
H -1.413 -3.461 3.439
H -3.563 -4.031 3.120
H -3.774 -2.522 2.218
H -5.480 -3.688 0.871
H 4.039 -3.447 1.903
H 2.639 -3.321 0.088
H 0.729 -3.638 3.826
H 2.440 -3.663 5.560
H 2.910 -4.553 4.107
H 4.961 -3.482 4.719
H 4.110 -2.052 5.385
H 4.245 -2.152 3.603
H 1.438 -0.458 1.258
H 2.586 0.969 5.315
H 2.785 2.419 1.869
H 0.699 1.610 1.438
H 1.583 3.466 3.722
H 2.788 1.026 -1.824
H 3.291 1.685 -0.234
H 1.578 0.981 -0.510
H 5.833 -2.351 1.215
H 6.871 -0.844 1.185
H 6.139 -1.477 2.745
H 0.760 -2.104 -0.716
H 0.131 -1.855 -3.099
H -2.274 -1.539 -3.851
H -4.139 -1.373 -1.977
H -3.512 -1.588 0.419
C -4.041 6.304 3.198
C -4.827 6.003 4.441
O -5.566 4.853 4.079
C -4.809 4.201 3.149
O -4.979 3.075 2.818
O -3.827 5.004 2.655
F -5.693 7.005 4.727
H -4.603 6.909 2.483
H -3.095 6.801 3.411
H -4.215 5.784 5.319
C -3.427 0.036 -7.975
C -3.374 -1.156 -7.067
O -3.784 -0.627 -5.819
C -4.618 0.415 -6.117
O -5.356 0.923 -5.337
O -4.502 0.791 -7.418
F -2.106 -1.623 -6.944
H -2.517 0.624 -7.941
H -3.631 -0.234 -9.007
H -4.040 -1.973 -7.355
C -1.127 4.457 -9.546
C -1.910 4.159 -8.301
O -2.644 3.002 -8.659
C -1.884 2.352 -9.585
O -2.051 1.219 -9.911
O -0.907 3.155 -10.083
F -2.780 5.156 -8.018
H -1.693 5.056 -10.263
H -0.184 4.960 -9.336
H -1.296 3.946 -7.422
C 6.106 0.477 -2.386
C 7.403 -0.278 -2.378
O 8.341 0.698 -2.787
C 7.837 1.897 -2.369
O 8.467 2.900 -2.300
O 6.520 1.795 -2.036
F 7.393 -1.279 -3.290
H 5.636 0.493 -3.372
H 5.392 0.085 -1.664
H 7.688 -0.674 -1.400
```

Summary:
* spin multiplicity: 1
* highest occupied orbital energy: -0.304 hartree
* E_LUMO: -0.57 eV
* calculated total energy: -141087.53111 eV
* largest force on an atom: 0.06277 hartree/bohr
* HOMO-LUMO gap: 7.713 eV

Mulliken atomic charge list, values in e, 6 entries:
1 C -0.892
2 C 0.074
3 C -0.477
4 C 1.594
5 C -1.997
6 C 1.470



(2)
Formula: C36H52MgO24S4
Source: OMol25
Level of theory: ωB97M-V/def2-TZVPD

Structure (XYZ):
```
117
Properties=species:S:1:pos:R:3
Mg -9.438 -3.190 -15.950
C -11.848 -0.545 -14.154
C -10.843 -1.397 -14.775
C -9.243 -1.096 -14.548
O -8.364 -1.868 -15.037
C -8.879 0.072 -13.639
C -9.928 0.789 -13.050
C -11.397 0.463 -13.351
O -12.350 1.280 -12.942
O -9.601 1.697 -12.125
O -11.106 -2.332 -15.537
H -12.900 -0.728 -14.311
H -7.881 0.433 -13.439
C -7.014 -5.136 -18.696
C -7.008 -5.122 -20.195
C -7.735 -3.780 -20.928
O -7.524 -3.635 -22.092
C -8.600 -3.031 -20.021
C -8.572 -3.094 -18.666
C -7.604 -4.062 -18.002
O -7.446 -4.154 -16.687
O -9.402 -2.370 -17.989
O -6.542 -6.047 -20.790
H -6.328 -5.809 -18.203
H -9.256 -2.330 -20.515
C -3.056 -5.677 -17.827
C -4.179 -5.734 -16.793
C -4.947 -7.026 -16.614
O -4.632 -7.420 -15.272
C -3.741 -6.673 -14.832
O -3.121 -6.812 -13.867
O -3.552 -5.581 -15.606
H -3.423 -5.845 -18.839
H -2.284 -6.443 -17.747
H -2.583 -4.697 -17.893
H -4.946 -4.976 -16.954
H -4.598 -7.837 -17.253
H -6.032 -7.023 -16.720
C -4.079 -3.323 -20.050
C -3.974 -2.598 -21.339
C -3.387 -1.224 -21.087
O -2.314 -1.237 -22.033
C -2.172 -2.453 -22.631
O -1.276 -2.873 -23.324
O -3.153 -3.235 -22.228
H -4.614 -2.659 -19.371
H -3.052 -3.473 -19.716
H -4.469 -4.340 -20.061
H -4.979 -2.533 -21.755
H -3.038 -0.949 -20.092
H -4.012 -0.411 -21.457
C -5.476 -9.147 -19.751
C -6.872 -9.096 -19.050
C -8.011 -9.023 -20.094
O -8.673 -10.227 -19.957
C -8.173 -10.969 -18.800
O -8.509 -12.089 -18.496
O -7.100 -10.252 -18.263
H -4.672 -9.252 -19.022
H -5.440 -8.197 -20.285
H -5.416 -9.906 -20.531
H -6.882 -8.180 -18.459
H -7.699 -8.865 -21.127
H -8.548 -8.119 -19.808
C -12.654 -6.063 -21.743
C -11.531 -6.261 -22.768
C -10.033 -6.111 -22.460
O -9.411 -7.031 -23.290
C -10.385 -7.951 -23.662
O -10.072 -9.044 -24.143
O -11.529 -7.498 -23.354
H -12.343 -5.231 -21.111
H -12.867 -6.936 -21.128
H -13.566 -5.859 -22.304
H -11.626 -5.447 -23.488
H -9.761 -6.339 -21.429
H -9.602 -5.121 -22.608
C -6.553 -0.367 -18.475
S -4.967 -0.578 -17.620
O -4.094 0.615 -18.182
C -5.490 0.020 -15.894
H -7.348 -0.119 -17.772
H -6.700 -1.255 -19.089
H -6.337 0.411 -19.208
H -4.745 -0.358 -15.193
H -6.452 -0.403 -15.605
H -5.632 1.100 -15.900
C -11.499 -0.243 -19.537
S -12.429 1.290 -19.942
O -12.193 2.339 -18.845
C -11.398 1.627 -21.441
H -11.128 -0.889 -20.332
H -11.986 -0.762 -18.711
H -10.585 0.076 -19.036
H -11.980 2.208 -22.156
H -11.073 0.717 -21.944
H -10.469 2.122 -21.160
C -4.488 -6.060 -26.791
S -5.565 -4.859 -25.979
O -6.922 -5.181 -26.534
C -5.761 -5.611 -24.360
H -4.926 -6.340 -27.748
H -4.307 -6.999 -26.268
H -3.509 -5.601 -26.929
H -5.352 -5.123 -23.476
H -5.263 -6.575 -24.253
H -6.792 -5.899 -24.156
C -9.949 -7.412 -16.326
S -11.148 -6.001 -16.746
O -10.411 -4.707 -16.440
C -11.020 -6.060 -18.642
H -10.188 -8.338 -16.849
H -9.835 -7.571 -15.254
H -8.955 -7.246 -16.740
H -11.356 -5.186 -19.200
H -11.600 -6.874 -19.076
H -9.977 -6.275 -18.875
```

Summary:
* <S²>: 0.758
* spin multiplicity: 2
* highest occupied orbital energy (alpha / beta): -0.220 / -0.220 hartree
* E_LUMO (alpha / beta): -0.23 / -1.98 eV
* calculated total energy: -136096.64707 eV
* largest force on an atom: 0.14721 hartree/bohr
* charge: -1
* HOMO-LUMO gap (alpha / beta): 5.770 / 4.017 eV

Mulliken atomic charge list, values in e, 6 entries:
1 Mg 0.953
2 C -0.828
3 C 0.921
4 C 0.785
5 O -0.306
6 C -1.070



(3)
Formula: C36H52N3O23
Source: OMol25
Level of theory: ωB97M-V/def2-TZVPD

Structure (XYZ):
```
114
Properties=species:S:1:pos:R:3
C -2.401 5.952 -5.391
C -2.451 4.538 -5.021
C -1.338 3.895 -4.072
O -1.390 3.993 -2.822
O -0.258 3.141 -4.659
C -0.864 1.850 -4.965
C -0.301 0.798 -3.851
C -1.238 -0.506 -3.888
C -1.295 -1.282 -2.465
C -0.986 -2.850 -2.578
C 0.541 -3.215 -2.950
C 1.590 -2.259 -2.211
C 1.858 -2.281 -0.631
C 2.888 -1.215 -0.244
N 3.587 -0.289 -1.049
C 4.563 0.704 -0.443
C 3.785 1.975 0.160
N 3.165 2.850 -0.868
N 3.403 -0.269 -2.360
C 2.467 -1.169 -2.878
H -1.886 6.236 -6.373
H -2.909 6.748 -4.756
H -3.277 3.818 -5.378
H -0.440 1.464 -5.966
H -2.001 1.838 -4.926
H -0.241 1.260 -2.811
H 0.782 0.580 -4.191
H -2.311 -0.169 -4.140
H -0.877 -1.193 -4.737
H -2.382 -1.193 -2.087
H -0.651 -0.732 -1.701
H -1.245 -3.321 -1.573
H -1.629 -3.246 -3.444
H 0.714 -4.307 -2.647
H 0.676 -3.190 -4.094
H 1.335 -3.003 0.081
H 3.137 -1.165 0.879
H 5.258 0.188 0.293
H 5.186 1.088 -1.332
H 4.531 2.629 0.749
H 3.018 1.550 0.915
H 2.744 3.695 -0.436
H 2.374 2.387 -1.339
H 2.329 -1.094 -4.019
C -3.641 3.721 0.224
C -4.357 3.835 -1.087
O -5.656 3.343 -0.788
C -5.846 3.500 0.552
O -6.891 3.342 1.109
O -4.688 3.860 1.174
H -2.889 4.499 0.358
H -3.168 2.743 0.359
H -4.441 4.871 -1.428
H -3.888 3.241 -1.871
C -2.833 -4.481 1.501
C -2.471 -5.755 2.198
O -1.478 -6.316 1.346
C -0.931 -5.295 0.642
O 0.049 -5.395 -0.046
O -1.633 -4.141 0.815
H -3.122 -3.691 2.196
H -3.633 -4.617 0.767
H -2.032 -5.582 3.185
H -3.320 -6.430 2.302
C -3.210 -7.808 6.435
C -1.917 -8.562 6.350
O -1.990 -9.180 5.071
C -2.846 -8.440 4.317
O -3.007 -8.586 3.137
O -3.497 -7.515 5.071
H -3.121 -6.893 7.020
H -4.017 -8.410 6.842
H -1.044 -7.903 6.376
H -1.819 -9.310 7.138
C 2.610 4.827 -7.168
C 1.330 4.957 -6.406
O 0.765 6.153 -6.928
C 1.297 6.338 -8.170
O 0.913 7.157 -8.953
O 2.319 5.469 -8.404
H 2.896 3.787 -7.330
H 3.438 5.352 -6.684
H 0.644 4.129 -6.598
H 1.492 5.041 -5.330
C -3.308 -9.916 10.243
C -4.603 -9.788 10.984
O -5.166 -8.599 10.443
C -4.619 -8.420 9.212
O -4.997 -7.605 8.417
O -3.588 -9.284 8.999
H -3.013 -10.956 10.092
H -2.489 -9.383 10.734
H -5.283 -10.622 10.787
H -4.459 -9.695 12.061
C 6.383 6.862 -1.836
C 5.069 6.632 -1.153
O 4.197 6.329 -2.230
C 4.966 5.863 -3.249
O 4.530 5.358 -4.242
O 6.289 6.040 -2.992
H 7.233 6.568 -1.218
H 6.516 7.901 -2.151
H 5.095 5.779 -0.469
H 4.724 7.511 -0.608
C 3.733 3.920 3.719
C 2.614 4.877 3.996
O 3.154 6.127 3.590
C 4.138 5.867 2.688
O 4.683 6.703 2.027
O 4.420 4.534 2.635
H 3.374 2.928 3.439
H 4.421 3.823 4.564
H 1.724 4.666 3.396
H 2.334 4.899 5.050
```

Summary:
* spin multiplicity: 1
* highest occupied orbital energy: -0.356 hartree
* E_LUMO: -4.57 eV
* calculated total energy: -89721.78585 eV
* largest force on an atom: 0.11353 hartree/bohr
* charge: +1
* HOMO-LUMO gap: 5.115 eV

Mulliken atomic charge list, values in e, 6 entries:
1 C -0.639
2 C -0.161
3 C 0.606
4 O -0.567
5 O -0.052
6 C -0.689



(4)
Formula: C36H52N3OP2SSn
Source: OMol25
Level of theory: ωB97M-V/def2-TZVPD

Structure (XYZ):
```
96
Properties=species:S:1:pos:R:3
C 2.767 -0.274 0.443
C 2.173 0.340 -1.767
C 4.104 -0.420 0.084
C 3.556 0.402 -2.104
C 4.507 -0.001 -1.189
H 4.806 -0.801 0.820
H 3.803 0.675 -3.131
H 5.558 -0.028 -1.459
N 1.846 0.169 -0.435
P 0.955 0.613 2.329
P -0.541 -0.055 -2.692
C 2.280 -0.581 1.858
H 1.900 -1.614 1.926
H 3.120 -0.518 2.563
C -2.865 -0.214 0.876
O -3.878 -0.737 0.787
C 1.174 0.355 -2.763
H 1.553 0.622 -3.759
C -0.519 -1.835 -3.492
C -1.506 1.189 -3.848
C -0.058 -0.158 3.726
C 1.947 2.161 2.794
C -1.741 -2.576 -2.927
H -2.683 -2.108 -3.247
H -1.741 -3.610 -3.304
H -1.736 -2.615 -1.833
C -0.575 -1.801 -5.021
H -1.510 -1.393 -5.420
H 0.282 -1.258 -5.439
H -0.497 -2.838 -5.384
C 0.796 -2.549 -3.148
H 0.710 -3.610 -3.430
H 1.641 -2.110 -3.694
H 1.037 -2.511 -2.085
C -2.945 0.671 -4.045
H -3.444 0.474 -3.086
H -3.522 1.450 -4.566
H -3.001 -0.237 -4.660
C -1.572 2.563 -3.170
H -2.085 2.536 -2.202
H -0.573 2.989 -3.012
H -2.132 3.254 -3.820
C -0.802 1.399 -5.190
H -0.722 0.495 -5.798
H -1.401 2.119 -5.769
H 0.198 1.827 -5.053
C 0.971 3.190 3.386
H 1.526 4.118 3.594
H 0.172 3.436 2.670
H 0.525 2.858 4.334
C 2.599 2.773 1.542
H 3.347 2.107 1.093
H 1.850 3.041 0.787
H 3.114 3.701 1.841
C 3.075 1.833 3.786
H 3.575 2.777 4.051
H 2.715 1.379 4.714
H 3.833 1.177 3.341
C -0.367 -1.628 3.387
H 0.545 -2.239 3.356
H -1.013 -2.035 4.180
H -0.888 -1.740 2.430
C -1.379 0.626 3.854
H -2.013 0.515 2.963
H -1.929 0.221 4.717
H -1.215 1.696 4.035
C 0.721 -0.101 5.044
H 1.708 -0.579 4.962
H 0.837 0.922 5.426
H 0.152 -0.662 5.801
Sn -0.328 0.515 0.057
N -0.205 -1.787 0.094
C 0.256 -2.867 -0.066
C 0.420 -4.267 0.094
C -0.539 -4.938 0.879
C 1.487 -4.991 -0.488
C -0.414 -6.310 1.103
H -1.382 -4.378 1.300
C 1.594 -6.366 -0.259
H 2.217 -4.475 -1.117
C 0.642 -7.025 0.527
H -1.150 -6.823 1.724
H 2.419 -6.928 -0.701
H 0.711 -8.105 0.685
S -0.483 3.346 -0.095
C -1.978 3.786 0.624
N -1.932 4.896 1.443
C -3.034 5.421 2.059
C -4.259 4.817 1.865
C -4.352 3.685 1.046
C -3.216 3.174 0.424
H -1.025 5.342 1.566
H -2.859 6.298 2.672
H -5.140 5.232 2.349
H -5.320 3.214 0.884
H -3.252 2.300 -0.228
```

Summary:
* spin multiplicity: 1
* highest occupied orbital energy (alpha / beta): -0.588 / -0.547 hartree
* E_LUMO (alpha / beta): -9.73 / -9.79 eV
* calculated total energy: -79913.14366 eV
* largest force on an atom: 0.07443 hartree/bohr
* charge: +3
* HOMO-LUMO gap (alpha / beta): 6.272 / 5.111 eV

Mulliken atomic charge list, values in e, 6 entries:
1 C 0.152
2 C 1.083
3 C -0.780
4 C -1.005
5 C -0.916
6 H 0.591



The lowest largest force on an atom belongs to which entry?
C36H52ClF4N3O17P2S2